No. 1
120
Properties=species:S:1:pos:R:3:forces:R:3 method="wB97M-V/def2-TZVPD" mol_weight_g_mol=995.9 homo_ha=-0.29017 homo_lumo_gap_ev=6.90 smiles="C#Cc1c(CCCC(=O)O)cc2c(c1CCCC(=O)OCC)C(=O)c1ccc(P(=O)(O)O)c(CCCSC(=S)N3CCOCC3)c1C2=O.COP(=O)(OC)OC.COP(=O)(OC)OC"
C -4.03723 -4.81381 3.62675 -0.224 -0.459 -0.056
C -3.66447 -3.76173 3.19822 0.506 0.371 0.521
C -3.00629 -2.50143 2.98538 -0.482 -0.183 -0.327
C -1.79132 -2.50994 2.29214 0.367 0.329 0.218
C -1.17803 -3.75341 1.72760 -0.364 0.023 -0.772
C -1.72772 -3.98546 0.30548 0.004 0.221 -0.168
C -1.22988 -2.95348 -0.71119 -0.186 -0.578 -0.168
C 0.26718 -2.88860 -0.89424 0.056 0.232 -0.075
O 0.84347 -1.89600 -1.23049 0.118 0.128 0.248
O 0.97423 -4.03556 -0.63513 -0.026 0.101 -0.552
C -1.13274 -1.30232 2.11325 -0.180 -0.528 0.250
C -1.68898 -0.14612 2.61123 0.222 0.609 -0.294
C -2.90554 -0.12651 3.28225 -0.083 -0.289 -0.066
C -3.59425 -1.32937 3.48797 0.263 -0.047 0.086
C -4.90050 -1.36188 4.22218 -0.445 0.442 0.314
C -6.04643 -0.76719 3.39114 0.072 -0.478 -0.173
C -6.41326 -1.70675 2.22652 0.477 0.354 -0.071
C -6.92200 -0.87808 1.07449 -0.568 -0.381 0.492
O -7.64507 0.06865 1.24388 0.162 0.258 -0.308
O -6.50130 -1.30547 -0.12961 0.303 0.261 0.158
C -6.47942 -0.30171 -1.14638 0.217 0.138 -0.847
C -5.20131 0.54602 -1.09985 -0.255 -0.166 -0.423
C -3.38774 1.20844 3.73505 -0.165 0.062 -0.015
O -4.08540 1.39482 4.70400 -0.124 -0.028 0.059
C -2.98108 2.36553 2.87540 0.146 -0.006 -0.226
C -3.81905 3.44923 2.72272 -0.253 0.093 0.229
C -3.41824 4.50575 1.93318 -0.113 0.257 -0.116
C -2.19421 4.51052 1.27380 -0.019 -0.110 0.310
P -1.78339 5.96046 0.29716 0.313 -0.503 -0.729
O -1.21321 5.70014 -1.03125 -0.038 -0.088 -0.109
O -0.83028 6.80094 1.24457 -0.299 0.266 0.173
O -3.13074 6.81692 0.18205 -0.003 -0.058 0.324
C -1.33138 3.40708 1.39991 -0.018 0.541 -0.220
C 0.01084 3.38266 0.70840 -0.182 -0.071 0.504
C 1.12357 3.82727 1.69131 -0.061 -0.914 -0.128
C 2.40508 3.01000 1.46926 0.551 0.845 -0.556
S 3.19657 2.62907 3.06127 -0.236 -0.202 0.067
C 3.79355 0.97648 2.92366 -0.125 -0.136 0.165
S 3.46758 -0.04266 4.14726 0.260 0.095 0.162
N 4.57861 0.61754 1.79181 -0.624 -0.390 0.211
C 5.72734 -0.22526 2.11492 0.805 -0.079 -0.412
C 6.53002 -0.31536 0.82943 -0.624 0.196 -0.152
O 5.83451 -1.17082 -0.06501 0.045 -0.328 0.049
C 4.54474 -0.66208 -0.35693 0.126 0.248 0.108
C 3.75000 -0.18310 0.85873 -0.063 0.329 -0.281
C -1.75640 2.34875 2.21125 0.418 -0.162 -0.151
C -0.92513 1.12580 2.40912 -0.139 -0.218 0.262
O 0.28272 1.10377 2.43523 0.136 0.164 -0.326
H -4.34088 -5.75098 4.01759 -0.162 -0.141 -0.059
H -0.10602 -3.61109 1.62414 0.178 -0.094 0.295
H -1.37424 -4.63065 2.33515 -0.009 0.004 0.187
H -1.47943 -4.98172 -0.05930 0.068 -0.123 0.150
H -2.81577 -3.92376 0.29940 -0.115 -0.107 0.148
H -1.65121 -3.22711 -1.68303 0.042 0.044 -0.142
H -1.59284 -1.95185 -0.50670 0.077 0.153 0.094
H 0.56097 -4.75632 -1.13027 -0.084 -0.196 0.352
H -0.18433 -1.29473 1.59855 0.164 0.234 0.024
H -5.17701 -2.36302 4.53735 0.189 -0.210 -0.084
H -4.79397 -0.75993 5.11934 0.008 -0.008 0.114
H -6.92480 -0.58762 4.00183 -0.033 0.058 0.179
H -5.74369 0.20024 3.00000 -0.021 0.110 -0.061
H -7.15345 -2.44422 2.52720 -0.170 -0.008 0.003
H -5.52493 -2.25687 1.92424 -0.028 -0.096 -0.233
H -7.36470 0.32480 -1.14682 -0.172 -0.081 0.450
H -6.48797 -0.83972 -2.08918 -0.109 -0.248 0.016
H -4.67434 0.45873 -0.15332 -0.070 0.138 0.149
H -4.53175 0.22887 -1.89556 0.237 -0.120 0.090
H -5.44625 1.58025 -1.32368 0.060 0.197 0.277
H -4.78257 3.48532 3.20870 -0.010 -0.125 0.141
H -4.07696 5.35369 1.81968 -0.049 0.048 0.027
H -0.46660 7.54301 0.74015 0.145 0.032 0.127
H -3.59860 6.49806 -0.60150 -0.085 0.225 -0.071
H -0.00925 3.99902 -0.18183 -0.020 0.036 -0.113
H 0.17835 2.35183 0.41209 0.219 -0.052 -0.148
H 0.77465 3.59231 2.69274 -0.033 0.308 0.192
H 1.31652 4.88971 1.58995 -0.043 0.164 0.156
H 2.17488 2.12461 0.89327 0.042 -0.244 0.305
H 3.11152 3.59350 0.88105 0.092 -0.073 -0.146
H 5.43624 -1.24781 2.36461 -0.105 -0.032 0.319
H 6.34992 0.17583 2.91046 -0.238 0.288 0.155
H 7.52816 -0.70483 0.99555 0.063 -0.186 -0.109
H 6.56618 0.67987 0.37483 0.378 0.131 0.096
H 3.99051 -1.48441 -0.79914 -0.083 0.037 -0.248
H 4.64135 0.16029 -1.07391 -0.010 0.057 -0.054
H 2.94236 0.46030 0.51783 -0.108 -0.224 -0.207
H 3.29065 -1.04016 1.36463 0.165 -0.022 0.263
C -0.05470 -6.77308 -6.99463 0.075 -0.143 -0.190
O -0.45592 -6.63245 -5.62485 -0.148 0.096 -0.118
P -1.62940 -5.62266 -5.23787 -0.019 -0.077 0.010
O -2.45252 -5.19436 -6.36778 0.103 -0.049 -0.188
O -0.93054 -4.47220 -4.41301 -0.080 0.039 0.260
C 0.04872 -3.66431 -5.07740 0.223 0.089 -0.044
O -2.37526 -6.36264 -4.06422 0.139 0.099 0.164
C -2.98475 -7.62609 -4.35540 -0.065 -0.183 -0.033
H 0.80232 -6.13062 -7.19563 -0.011 0.014 0.023
H 0.23190 -7.81084 -7.14994 0.032 0.004 0.095
H -0.86910 -6.52469 -7.67255 -0.035 0.080 0.078
H -0.20757 -3.48726 -6.12277 -0.117 -0.045 0.026
H 1.02163 -4.15270 -5.01360 -0.012 -0.015 -0.021
H 0.09688 -2.71034 -4.55973 -0.057 -0.022 0.053
H -2.29795 -8.42867 -4.08967 0.032 0.033 -0.012
H -3.24992 -7.70780 -5.40985 -0.027 0.056 0.005
H -3.88646 -7.70669 -3.75496 0.006 0.074 0.019
C 8.24299 6.09097 -2.25440 0.133 0.186 -0.037
O 7.02495 5.55746 -1.72177 0.184 -0.093 0.086
P 7.04594 4.17865 -0.91394 -0.009 -0.010 0.117
O 8.37637 3.76224 -0.46822 0.177 0.151 -0.145
O 6.27926 3.15157 -1.83435 -0.248 -0.046 0.185
C 6.84132 2.85383 -3.11387 0.074 0.014 -0.138
O 5.97491 4.39873 0.21634 -0.229 -0.121 -0.222
C 6.19940 5.44722 1.16371 0.015 0.144 0.153
H 8.35003 5.79663 -3.29859 -0.012 -0.018 0.008
H 8.18390 7.17571 -2.19321 -0.094 -0.012 -0.019
H 9.10632 5.75052 -1.68540 -0.054 -0.100 0.014
H 7.93175 2.83838 -3.07292 -0.004 -0.023 0.033
H 6.50578 3.59483 -3.84063 0.020 0.014 0.017
H 6.48425 1.87221 -3.41212 -0.033 -0.011 0.071
H 5.67316 6.34513 0.84092 0.013 -0.017 -0.047
H 7.26204 5.66719 1.27281 0.008 -0.060 0.003
H 5.80341 5.11808 2.12091 -0.017 -0.084 -0.030

=====

No. 2
112
Properties=species:S:1:pos:R:3:forces:R:3 method="wB97M-V/def2-TZVPD" mol_weight_g_mol=975.7 relative_energy_kj_mol=158.86 total_charge=-1 homo_ha=-0.13259 homo_lumo_gap_ev=5.71
Mg 0.93029 0.46045 0.20169 0.226 0.613 -0.826
C 4.99241 1.50513 1.51725 0.208 -0.056 0.141
C 3.79317 1.56798 0.79704 -0.114 -0.150 -0.057
N 2.98658 0.53779 0.67490 0.500 0.442 -0.035
C 3.30383 -0.63807 1.26177 0.542 -0.324 0.258
C 4.48152 -0.79201 2.04106 -0.283 0.264 -0.257
C 5.32720 0.33478 2.14366 -0.105 0.024 -0.114
C 4.75673 -2.03186 2.64682 0.022 -0.316 0.178
C 3.87086 -3.07297 2.47234 0.359 0.265 0.082
C 2.73352 -2.95908 1.67377 -0.263 0.131 -0.169
C 2.41614 -1.76181 1.01558 0.044 -0.383 -0.127
N 1.42019 -1.46856 0.17311 0.120 -0.345 0.183
C 0.58662 -2.26939 -0.55367 0.184 -0.311 -0.094
C 0.58314 -3.65644 -0.66359 0.038 0.141 0.176
C -0.23141 -4.31354 -1.59252 -0.147 0.059 -0.208
C -0.99080 -3.59878 -2.48503 0.082 -0.273 -0.025
C -0.97940 -2.19492 -2.44296 0.098 0.317 0.187
C -1.47394 -1.38984 -3.52229 0.117 -0.099 0.040
C -1.48269 -0.05309 -3.39993 -0.162 0.143 0.099
C -1.14205 0.53373 -2.11911 1.741 -0.508 -0.455
N -0.28338 -0.15168 -1.29979 -1.067 0.091 -0.981
C -0.27807 -1.51713 -1.42313 -0.239 -0.463 -0.223
H 5.62758 2.37809 1.59252 -0.008 0.006 -0.040
H 3.47782 2.48220 0.30577 -0.002 0.037 0.030
H 6.24519 0.25129 2.71449 -0.007 0.025 0.027
H 5.66034 -2.14914 3.23298 -0.032 -0.006 0.028
H 4.07352 -4.01949 2.96022 -0.033 -0.018 -0.008
H 2.06626 -3.80155 1.59756 -0.007 0.005 0.018
H 1.24267 -4.25563 -0.05675 -0.019 0.044 0.044
H -0.21827 -5.39624 -1.63335 -0.017 0.003 0.009
H -1.57244 -4.10188 -3.24978 0.009 0.024 -0.006
H -1.76206 -1.88671 -4.44273 -0.036 0.028 0.010
H -1.78736 0.60129 -4.20628 -0.044 -0.032 0.057
H -0.96612 1.60183 -2.12092 -0.238 0.042 0.172
C -7.95867 -1.23049 -3.83548 0.227 0.283 -0.003
Si -6.38528 -1.17177 -2.76232 -0.278 -0.584 0.144
C -5.26588 -2.58225 -3.35449 0.101 0.266 0.055
C -6.95606 -1.55528 -0.99597 0.175 0.184 -0.071
Si -5.18811 0.84750 -2.69799 0.003 0.046 0.081
Te -3.40443 0.54238 -0.94413 -1.065 0.310 0.063
Si -4.56709 1.43045 -4.89720 0.118 0.194 -0.552
C -3.24719 2.80268 -4.95339 0.004 -0.161 0.235
C -6.04431 2.14016 -5.87166 -0.042 -0.097 0.312
C -3.98948 -0.04226 -5.94999 -0.011 0.005 0.297
Si -6.61904 2.59646 -2.02169 -0.290 0.472 0.212
C -8.28908 2.65089 -2.93232 0.201 -0.205 -0.046
C -7.00698 2.49224 -0.16446 0.195 -0.238 -0.163
C -5.82008 4.29442 -2.35286 0.160 -0.262 -0.043
H -8.45379 -2.20005 -3.74520 0.069 -0.051 0.048
H -7.73347 -1.06663 -4.89258 -0.007 0.002 -0.005
H -8.67268 -0.46371 -3.52691 -0.006 -0.009 -0.020
H -5.68585 -3.56462 -3.12714 -0.097 0.030 0.031
H -4.29007 -2.51520 -2.86479 0.000 -0.001 0.010
H -5.09986 -2.52794 -4.43330 -0.001 0.016 0.000
H -7.41669 -2.54178 -0.90762 -0.008 -0.028 -0.106
H -7.68143 -0.81076 -0.65613 -0.007 0.003 -0.007
H -6.10369 -1.51545 -0.31361 -0.002 0.000 -0.003
H -3.71113 3.78644 -4.85206 -0.052 -0.023 0.027
H -2.68229 2.79555 -5.88854 -0.060 -0.055 -0.057
H -2.52950 2.69870 -4.13571 -0.009 0.030 -0.006
H -6.31901 3.13076 -5.50101 -0.010 -0.012 0.007
H -6.92533 1.49866 -5.78334 0.002 0.003 -0.011
H -5.81079 2.23630 -6.93472 0.118 -0.030 0.003
H -3.21913 -0.62680 -5.44553 -0.063 0.009 -0.058
H -3.59376 0.28486 -6.91431 -0.030 0.089 -0.007
H -4.83290 -0.71074 -6.14136 -0.013 0.007 -0.004
H -8.82857 1.70821 -2.81572 -0.024 0.021 0.022
H -8.14368 2.81342 -4.00233 -0.020 -0.008 0.008
H -8.92928 3.45209 -2.55546 0.060 0.037 0.078
H -7.89590 1.88126 0.00995 -0.010 -0.010 -0.014
H -7.17317 3.47149 0.28894 -0.030 0.057 -0.092
H -6.17453 2.01278 0.35740 0.000 0.039 0.027
H -5.87615 4.55243 -3.41370 0.002 -0.031 -0.012
H -4.76247 4.28199 -2.07757 0.023 0.010 0.034
H -6.30580 5.09526 -1.79044 -0.076 -0.058 0.039
C -2.87253 4.46127 0.72551 0.055 -0.114 0.088
C -1.66078 4.03189 -0.08856 -0.037 -0.421 0.023
S -0.82380 2.59955 0.68542 -0.960 1.592 0.360
O 0.46385 2.49914 -0.09962 0.605 -0.390 -0.226
C -0.36984 3.46283 2.23402 -0.126 -0.229 0.019
C -1.22518 3.01584 3.41066 -0.005 -0.074 -0.038
H -3.53590 5.09301 0.13653 0.031 0.019 -0.055
H -2.57778 5.01427 1.61830 -0.050 -0.005 -0.006
H -3.44181 3.57979 1.02923 -0.081 0.034 -0.032
H -0.90820 4.81359 -0.20309 0.037 -0.031 0.019
H -1.96937 3.67775 -1.07266 0.030 -0.067 -0.018
H -0.39887 4.54265 2.08489 0.020 -0.012 -0.114
H 0.65743 3.14724 2.36082 0.255 -0.083 0.093
H -2.26452 3.32615 3.30035 0.019 0.034 0.041
H -0.83295 3.43311 4.34095 -0.019 0.036 -0.047
H -1.20885 1.92989 3.48812 -0.010 -0.028 0.013
C 2.73276 1.18355 6.69808 -0.044 0.049 0.001
C 2.85841 2.42837 5.84937 0.015 -0.220 0.071
C 3.08536 3.63551 6.51011 0.008 0.081 -0.095
C 3.36506 4.79754 5.82031 0.019 -0.117 -0.004
Cl 3.63578 6.27743 6.69789 0.016 0.073 0.028
C 3.47067 4.78004 4.43966 -0.038 0.046 0.071
C 3.21532 3.60029 3.77349 -0.143 -0.117 -0.132
C 2.84995 2.42819 4.44681 0.008 0.311 0.029
O 2.56930 1.37728 3.64068 0.014 0.050 -0.101
C 1.68951 0.33916 4.05446 -0.393 -0.254 -0.242
C 0.60832 -0.10340 3.02270 -0.055 0.042 0.137
O 0.01263 -1.11327 3.35576 0.016 0.030 0.066
O 0.38279 0.61431 1.98351 0.122 0.157 1.417
H 3.30484 1.31510 7.61627 0.028 0.002 -0.010
H 3.11858 0.31041 6.17697 -0.002 -0.007 0.075
H 1.69981 0.97906 6.98605 0.018 -0.051 -0.020
H 3.06372 3.65377 7.59241 0.030 -0.012 0.008
H 3.72841 5.67971 3.89805 0.013 -0.007 -0.006
H 3.28132 3.55816 2.69432 -0.081 0.001 -0.002
H 1.12414 0.63338 4.93736 0.020 0.022 -0.008
H 2.27325 -0.55441 4.27941 -0.047 -0.011 0.034